1.
{
  "formula": "C26H24O6",
  "method": "ωB97M-V with the def2-TZVPD basis set",
  "symbols": ["C", "O", "C", "O", "C", "O", "C", "C", "O", "O", "C", "C", "C", "C", "C", "C", "O", "C", "C", "C", "C", "C", "C", "C", "C", "C", "C", "C", "C", "C", "C", "C", "H", "H", "H", "H", "H", "H", "H", "H", "H", "H", "H", "H", "H", "H", "H", "H", "H", "H", "H", "H", "H", "H", "H", "H"],
  "xyz": [[0.6322, 2.8498, 3.4780], [1.1027, 2.2521, 2.2450], [0.8847, 0.9218, 2.1569], [0.4874, 0.2759, 3.1474], [1.2385, 0.3466, 0.7715], [2.2891, 0.9978, 0.1825], [3.6576, 0.6290, 0.5965], [1.4133, -1.1706, 0.8759], [0.8639, -1.8973, 1.6765], [2.2642, -1.6833, -0.0591], [2.2726, -3.1249, -0.1805], [-0.4686, 0.2684, 0.1239], [-0.0543, -0.4211, -1.1148], [0.9861, 0.0998, -1.8852], [1.3874, -0.4870, -3.0591], [0.7280, -1.6565, -3.5157], [1.2126, -2.2284, -4.6521], [0.4376, -3.2668, -5.2843], [-0.3666, -2.1672, -2.7839], [-0.7784, -1.5128, -1.6338], [-1.4763, -0.3295, 1.0508], [-1.8610, -1.6455, 1.3071], [-2.8718, -1.8871, 2.2594], [-3.5957, -0.8362, 2.8426], [-3.2967, 0.4876, 2.4967], [-2.2216, 0.7212, 1.6424], [-1.8047, 1.9810, 1.0439], [-2.3745, 3.2339, 1.2042], [-1.9001, 4.2771, 0.4002], [-0.9788, 4.0129, -0.6280], [-0.4965, 2.7091, -0.8479], [-0.8129, 1.7129, 0.0645], [1.0462, 3.8583, 3.5003], [-0.4668, 2.8681, 3.4719], [0.9930, 2.2603, 4.3299], [4.3018, 1.3575, 0.0893], [3.7332, 0.6828, 1.6990], [3.8561, -0.3873, 0.2345], [2.9253, -3.3617, -1.0238], [2.6826, -3.5444, 0.7448], [1.2542, -3.4950, -0.3549], [1.5018, 0.9878, -1.5338], [2.1919, -0.0415, -3.6519], [0.9430, -3.4355, -6.2330], [0.4401, -4.1862, -4.6861], [-0.5970, -2.9480, -5.4593], [-0.9177, -3.0437, -3.1487], [-1.6692, -1.8765, -1.1200], [-1.3493, -2.4976, 0.8542], [-3.1157, -2.9230, 2.5157], [-4.4076, -1.0478, 3.5439], [-3.8924, 1.3330, 2.8372], [-3.1833, 3.3730, 1.9281], [-2.2679, 5.2948, 0.5439], [-0.6547, 4.8144, -1.3035], [0.1528, 2.4956, -1.6995]],
  "forces_ev_per_angstrom": [[0.14, -0.34, -0.08], [-0.19, -0.33, -0.19], [0.15, -1.08, 3.40], [0.78, 1.69, -2.84], [-1.30, -1.57, 3.34], [0.36, 0.55, -0.19], [-1.04, 0.02, -0.04], [0.49, -1.73, 0.90], [0.51, 0.71, -0.91], [-0.40, 0.10, -0.09], [0.00, 0.34, 0.44], [2.92, 0.55, -0.63], [-1.94, -0.73, -2.03], [-0.14, 0.31, -0.42], [-0.34, -0.78, -0.68], [-0.16, 0.14, 0.63], [-0.42, -0.27, -0.24], [0.36, 0.47, 0.37], [0.52, 0.05, -0.96], [0.36, 0.34, 0.60], [-0.81, 0.07, 0.61], [0.15, -0.04, 0.71], [-0.03, 0.19, -0.31], [0.26, 0.06, -0.22], [0.36, -0.31, -0.18], [-0.23, -0.78, -0.15], [0.19, 0.27, -0.50], [0.33, 0.14, -0.08], [0.25, -0.04, -0.29], [-0.25, -0.18, 0.09], [0.46, 0.22, 0.33], [-1.78, 1.09, -0.18], [-0.11, -0.14, -0.11], [0.35, 0.01, 0.05], [-0.17, 0.23, -0.21], [-0.25, -0.18, 0.36], [0.09, 0.08, -0.51], [0.16, 0.48, 0.23], [-0.17, 0.19, 0.12], [-0.20, -0.10, -0.22], [0.30, 0.10, 0.07], [-0.22, -0.42, -0.53], [-0.28, -0.32, 0.16], [-0.12, -0.10, 0.05], [0.03, 0.15, -0.07], [0.18, 0.02, 0.03], [0.27, 0.46, 0.22], [0.34, 0.16, -0.17], [-0.17, 0.39, 0.26], [0.06, 0.42, -0.12], [0.29, 0.03, -0.26], [0.09, -0.29, 0.14], [0.35, 0.12, -0.24], [0.05, -0.31, -0.09], [-0.22, -0.33, 0.35], [-0.23, 0.23, 0.31]],
  "mulliken_charge": [-0.69, -0.25, -0.49, -0.64, 2.25, -0.48, -0.72, 0.03, -0.58, -0.20, -0.80, 0.72, 1.61, -0.45, -1.78, 0.73, -0.46, -0.86, -0.92, -0.70, -0.01, 0.30, -1.37, -0.84, -0.62, 0.07, 0.32, -0.42, -0.94, -0.94, -0.38, 0.30, 0.25, 0.26, 0.32, 0.32, 0.29, 0.25, 0.25, 0.32, 0.28, 0.80, 0.43, 0.26, 0.31, 0.35, 0.40, 0.75, 0.55, 0.39, 0.39, 0.42, 0.39, 0.39, 0.40, 0.46],
  "total_charge": 0,
  "smiles": "COC(=O)C(OC)(C(=O)OC)C1(c2ccc(OC)cc2)c2ccccc2-c2ccccc21",
  "e_homo_ev": -8.056,
  "homo_lumo_gap_ev": 8.44,
  "lumo_energy_ev": 0.382,
  "mol_weight_g_mol": 432.47
}

2.
{
  "formula": "C26H25AsF7LiN2O4Te",
  "method": "ωB97M-V with the def2-TZVPD basis set",
  "symbols": ["Li", "C", "C", "C", "C", "C", "C", "C", "F", "C", "C", "C", "O", "C", "C", "N", "C", "C", "O", "O", "H", "H", "H", "H", "H", "H", "H", "H", "H", "H", "H", "C", "C", "C", "C", "N", "C", "C", "H", "H", "H", "H", "H", "H", "H", "O", "H", "H", "Te", "C", "C", "C", "C", "C", "C", "H", "H", "H", "H", "H", "F", "As", "F", "F", "F", "F", "F"],
  "xyz": [[-0.1793, 0.5846, -0.0720], [-1.8030, -2.0544, -6.8144], [-2.8169, -1.0157, -6.3595], [-2.9959, 0.0594, -7.4222], [-4.0779, 1.0361, -7.0017], [-3.7570, 1.6050, -5.6472], [-4.2282, 2.8435, -5.2692], [-3.9197, 3.3608, -4.0176], [-4.4087, 4.5819, -3.7046], [-3.1461, 2.6801, -3.1230], [-2.6603, 1.4197, -3.4890], [-1.8246, 0.6957, -2.5033], [-1.6385, 1.1827, -1.3918], [-1.3228, -0.5782, -2.9536], [-1.6797, -1.0378, -4.1749], [-2.4361, -0.3738, -5.0865], [-2.9531, 0.8786, -4.7457], [-0.4128, -1.4495, -2.1041], [-0.4118, -2.6680, -2.3319], [0.2741, -0.8325, -1.2450], [-2.0565, -2.3636, -7.8289], [-1.7958, -2.9478, -6.1937], [-0.7958, -1.6347, -6.8252], [-3.7861, -1.5095, -6.2088], [-3.2461, -0.4186, -8.3705], [-2.0434, 0.5820, -7.5542], [-5.0393, 0.5121, -6.9656], [-4.1877, 1.8447, -7.7261], [-4.8364, 3.4289, -5.9480], [-2.8776, 3.0778, -2.1524], [-1.3299, -2.0215, -4.4486], [-5.4312, -1.4324, 2.9152], [-4.1078, -0.9992, 2.3511], [-3.4807, 0.1650, 2.7697], [-2.2569, 0.5153, 2.2180], [-1.6320, -0.2182, 1.3023], [-2.2322, -1.3381, 0.8960], [-3.4551, -1.7597, 1.3869], [-5.8761, -0.6496, 3.5286], [-5.3123, -2.3222, 3.5366], [-6.1313, -1.6833, 2.1172], [-3.9392, 0.8109, 3.5080], [-1.7701, 1.4399, 2.5083], [-1.7002, -1.9232, 0.1548], [-3.8892, -2.6791, 1.0132], [1.3774, 0.4260, 1.8308], [1.9087, 1.1168, 1.4134], [0.7790, 0.9355, 2.3917], [1.4210, -2.8372, 0.5952], [2.1826, -4.2794, 1.9517], [3.2557, -5.1017, 1.6030], [3.7393, -6.0580, 2.4855], [3.1745, -6.1939, 3.7460], [2.1155, -5.3747, 4.1131], [1.6177, -4.4366, 3.2194], [3.7204, -4.9882, 0.6312], [4.5679, -6.6912, 2.1911], [3.5578, -6.9333, 4.4386], [1.6674, -5.4730, 5.0947], [0.7758, -3.8184, 3.5064], [0.7265, 2.2711, -0.1571], [0.1211, 3.8462, 0.4301], [0.5795, 3.3165, 2.0406], [-1.4189, 3.0908, 0.6834], [-0.4434, 5.3463, 1.0613], [-0.3333, 4.2655, -1.1787], [1.7058, 4.4894, 0.1949]],
  "forces_ev_per_angstrom": [[-0.17, -0.17, -0.16], [0.02, -0.02, -0.02], [-0.01, 0.01, 0.03], [0.04, 0.01, -0.01], [-0.03, 0.00, 0.00], [0.02, 0.00, 0.05], [-0.01, -0.01, -0.01], [-0.01, 0.03, 0.01], [0.00, -0.01, 0.00], [0.02, -0.04, -0.05], [0.02, 0.03, 0.04], [0.02, 0.01, 0.00], [0.01, -0.01, 0.05], [-0.05, 0.04, 0.00], [0.01, -0.04, -0.01], [-0.01, 0.02, 0.01], [0.00, -0.03, -0.04], [0.00, 0.03, -0.04], [0.02, -0.01, -0.03], [0.08, -0.10, 0.24], [-0.01, 0.00, 0.00], [-0.01, 0.01, 0.01], [0.00, 0.01, -0.01], [0.00, 0.00, -0.02], [-0.02, -0.01, 0.01], [0.00, 0.00, -0.01], [0.00, 0.01, -0.01], [0.02, 0.00, 0.00], [0.00, 0.00, 0.00], [-0.01, 0.01, 0.00], [0.01, 0.00, 0.01], [-0.02, 0.00, 0.01], [0.00, -0.02, -0.01], [0.03, 0.01, 0.00], [-0.02, 0.02, 0.02], [-0.07, 0.13, -0.10], [0.06, -0.05, 0.04], [0.02, 0.00, 0.00], [0.00, 0.00, 0.00], [0.01, 0.00, 0.00], [0.00, 0.00, 0.00], [-0.01, -0.01, 0.00], [-0.01, 0.01, -0.01], [-0.01, 0.01, -0.01], [-0.02, 0.00, 0.01], [0.01, 0.09, -0.05], [-0.02, -0.04, 0.01], [0.04, -0.03, -0.03], [0.03, -0.05, -0.05], [-0.04, 0.03, -0.02], [0.05, -0.03, 0.03], [0.02, 0.01, -0.02], [0.00, -0.01, 0.02], [-0.01, 0.00, -0.01], [-0.01, -0.04, 0.03], [-0.02, 0.02, -0.01], [0.00, 0.00, 0.00], [0.00, 0.00, 0.00], [0.00, 0.00, 0.00], [0.00, 0.01, -0.01], [0.02, 0.30, -0.04], [0.14, -0.40, 0.12], [0.01, 0.05, -0.03], [-0.07, 0.13, 0.08], [-0.06, 0.03, -0.03], [0.01, 0.05, 0.01], [-0.01, 0.03, -0.01]],
  "lowdin_spin": [0.00, 0.00, 0.00, 0.00, 0.00, 0.00, 0.00, 0.00, 0.00, 0.00, 0.00, 0.00, 0.00, 0.00, 0.00, 0.00, 0.00, 0.00, 0.02, 0.00, 0.00, 0.00, 0.00, 0.00, 0.00, 0.00, 0.00, 0.00, 0.00, 0.00, 0.00, 0.00, 0.00, 0.00, 0.00, 0.00, 0.00, 0.00, 0.00, 0.00, 0.00, 0.00, 0.00, 0.00, 0.00, 0.03, 0.00, 0.00, 0.78, 0.07, 0.03, 0.00, 0.03, 0.00, 0.03, 0.00, 0.00, 0.00, 0.00, 0.00, 0.00, 0.00, 0.00, 0.00, 0.00, 0.00, 0.00],
  "total_charge": -1,
  "e_above_lowest_kj_mol": 0.0,
  "s2": 0.757,
  "e_homo_ev": [-5.098, -4.825],
  "homo_lumo_gap_ev": [7.31, 6.26],
  "spin_multiplicity": 2,
  "lumo_energy_ev": [2.213, 1.436],
  "mol_weight_g_mol": 771.95
}